No. 1
A molecular structure, C14H20N2O3PtS2 at a distorted geometry, computed with the ωB97M-V functional and the def2-TZVPD basis.

Output
Net charge: 0
Total energy: -1796.35702 hartree
LUMO energy: -0.51 eV

Each line ends with the Löwdin charge.
Positions of all 42 atoms, in Å:
Pt (0.7760, 0.0727, -2.2009)  0.4461
C (5.0478, 0.2092, 1.8430)  -0.0434
N (4.5778, 0.1795, 0.4740)  -0.1471
C (5.5644, 0.5202, -0.5387)  -0.0214
C (3.2836, 0.0522, 0.1148)  -0.3837
O (2.9548, 0.1667, -1.0654)  -0.0484
C (2.3314, -0.2795, 1.2790)  -0.1377
O (1.0072, -0.3762, 0.8496)  -0.1445
C (0.0960, -0.4677, 1.9327)  -0.1117
C (-1.2172, 0.2564, 1.5906)  -0.4386
O (-1.2861, 1.0118, 0.6453)  0.0808
N (-2.2754, 0.0021, 2.3912)  -0.1582
C (-2.1910, -0.6086, 3.7005)  -0.0507
C (-3.5548, 0.6048, 2.0537)  -0.0327
H (6.0322, -0.2548, 1.8922)  0.0947
H (4.3876, -0.3385, 2.5093)  0.0776
H (5.1368, 1.2374, 2.2069)  0.1027
H (6.4054, -0.1714, -0.4824)  0.0940
H (5.9259, 1.5408, -0.3957)  0.0987
H (5.0964, 0.4423, -1.5143)  0.0884
H (2.3955, 0.5150, 2.0344)  0.1354
H (2.6654, -1.2226, 1.7330)  0.1411
H (0.5145, 0.0120, 2.8264)  0.1318
H (-0.0982, -1.5246, 2.1431)  0.1338
H (-1.2846, -1.1966, 3.8117)  0.0738
H (-3.0443, -1.2713, 3.8461)  0.0904
H (-2.2062, 0.1558, 4.4847)  0.0966
H (-3.6270, 0.7200, 0.9752)  0.0924
H (-3.6688, 1.5884, 2.5186)  0.0963
H (-4.3503, -0.0536, 2.3995)  0.0862
S (-0.2621, 1.3509, -3.8100)  0.5609
C (-1.8009, 0.5232, -3.7025)  -0.7255
C (-2.9742, 1.2148, -4.0118)  -0.1329
C (-4.2064, 0.5876, -3.9775)  -0.1085
C (-4.2857, -0.7638, -3.6569)  -0.1093
C (-3.1278, -1.4596, -3.3588)  -0.1391
C (-1.8822, -0.8277, -3.3514)  -0.7280
S (-0.4580, -1.7683, -2.9467)  0.5584
H (-2.8871, 2.2625, -4.2749)  0.0965
H (-5.1062, 1.1454, -4.2025)  0.0954
H (-5.2423, -1.2705, -3.6433)  0.0950
H (-3.1621, -2.5164, -3.1218)  0.0944



No. 2
A molecular structure, C22H40Br2N5OSSi4SnTe at a distorted geometry, computed with the ωB97M-V functional and the def2-TZVPD basis.

Output
Net charge: -1
Total energy: -8397.78456 hartree
LUMO energy (spin up / spin down): 1.70 / 1.71 eV

Each line ends with the Löwdin charge.
Positions of all 77 atoms, in Å:
Sn (0.0000, 0.0000, 0.0000)  0.5226
C (-0.6042, 4.7994, -1.5219)  0.0056
C (-1.0981, 4.0681, -0.3217)  -0.3422
N (-1.8358, 4.6021, 0.6168)  0.1162
N (-2.0473, 3.5680, 1.5097)  0.0443
C (-1.4105, 2.4214, 1.0593)  -0.6768
S (-1.3517, 0.9264, 1.7474)  0.8935
N (-0.8107, 2.7674, -0.1135)  -0.0987
N (-0.0900, 1.8667, -0.8314)  -0.1685
H (-0.9467, 5.8373, -1.5012)  0.0884
H (-0.9800, 4.3156, -2.4278)  0.0884
H (0.4889, 4.7825, -1.5389)  0.0863
H (-2.5942, 3.6810, 2.3541)  0.1560
H (-0.4630, 1.7465, -1.8764)  0.0326
H (0.9595, 2.1985, -1.0156)  0.1717
C (2.7189, 0.7678, 1.7348)  -0.0973
C (2.0313, -0.4552, 2.2548)  -0.3542
C (2.5216, -1.1501, 3.3444)  -0.0601
C (1.8277, -2.2766, 3.7690)  -0.0874
C (0.6545, -2.6951, 3.1016)  -0.2023
C (-0.1084, -3.8218, 3.4640)  -0.6349
Br (0.3482, -4.9522, 4.9291)  0.6924
C (-1.2484, -4.1577, 2.7498)  -0.2198
C (-1.6375, -3.3696, 1.6646)  -0.5776
Br (-3.2315, -3.9413, 0.7609)  0.6913
C (-0.9160, -2.2223, 1.2457)  -0.4552
O (-1.2497, -1.4827, 0.2556)  -0.3539
C (0.2312, -1.9167, 1.9946)  -0.2084
N (0.9147, -0.8318, 1.5996)  -0.1319
H (3.6141, 1.0089, 2.3168)  0.0732
H (2.0405, 1.6253, 1.7825)  0.0592
H (3.0210, 0.6114, 0.6945)  0.0295
H (3.4205, -0.8311, 3.8572)  0.1001
H (2.2121, -2.8225, 4.6240)  0.0615
H (-1.8391, -5.0248, 3.0255)  0.0772
C (-3.3819, -1.9574, -7.0781)  -0.2287
Si (-2.9536, -1.4102, -5.3464)  0.2363
C (-3.7450, 0.2507, -5.0368)  -0.2328
C (-3.7428, -2.5888, -4.1321)  -0.2232
Si (-0.7157, -1.3099, -5.0247)  -0.0404
Te (-0.3673, -0.6898, -2.6454)  0.5349
Si (0.2802, -3.3201, -5.3223)  0.2385
C (-0.5086, -4.6202, -4.2409)  -0.2230
C (0.1822, -3.8872, -7.0969)  -0.2282
C (2.0754, -3.2491, -4.8130)  -0.2269
Si (0.2531, 0.3150, -6.2658)  0.2324
C (2.0861, 0.4042, -5.9307)  -0.2306
C (-0.0022, 0.0374, -8.0933)  -0.2292
C (-0.4338, 1.9909, -5.8113)  -0.2343
H (-4.4854, -1.9857, -7.1886)  0.0296
H (-2.9735, -2.9697, -7.2615)  0.0170
H (-2.9617, -1.2449, -7.8135)  0.0150
H (-4.8457, 0.1500, -5.1287)  0.0310
H (-3.3993, 0.9802, -5.7894)  0.0084
H (-3.4908, 0.6013, -4.0155)  0.0257
H (-4.8428, -2.5716, -4.2739)  0.0318
H (-3.5008, -2.2739, -3.0964)  0.0309
H (-3.3855, -3.6179, -4.3035)  0.0112
H (-1.5523, -4.7898, -4.5548)  0.0117
H (-0.4729, -4.2960, -3.1803)  0.0387
H (0.0492, -5.5723, -4.3541)  0.0330
H (-0.8766, -3.9814, -7.4048)  0.0162
H (0.6772, -4.8757, -7.1914)  0.0307
H (0.6993, -3.1598, -7.7511)  0.0154
H (2.1498, -2.9173, -3.7572)  0.0294
H (2.6347, -2.5566, -5.4636)  0.0079
H (2.5199, -4.2604, -4.9129)  0.0319
H (2.5783, -0.5226, -6.2724)  0.0119
H (2.2609, 0.5554, -4.8456)  0.0290
H (2.5165, 1.2563, -6.4956)  0.0293
H (0.4406, -0.9315, -8.3929)  0.0171
H (0.4936, 0.8536, -8.6580)  0.0281
H (-1.0845, 0.0431, -8.3248)  0.0164
H (-0.2850, 2.1726, -4.7274)  0.0036
H (-1.5073, 2.0489, -6.0570)  0.0090
H (0.1011, 2.7705, -6.3914)  0.0298
H (1.6593, 0.1635, -0.5339)  -0.0555



No. 3
A molecular structure, C15H32O4PTm at a distorted geometry, computed with the ωB97M-V functional and the def2-TZVPD basis.

Output
Net charge: +2
Multiplicity: 3
Total energy: -2317.64966 hartree
⟨S²⟩: 2.01
LUMO energy (spin up / spin down): -8.93 / -8.88 eV

Each line ends with the Löwdin charge.
Positions of all 53 atoms, in Å:
C (2.8616, 2.2606, 1.6861)  -0.0877
C (1.7914, 2.2727, 0.5945)  -0.2754
C (2.3254, 1.9311, -0.8003)  -0.1955
C (3.1525, 0.6317, -0.9073)  -0.1716
C (2.4749, -0.5142, -1.6706)  -0.1716
C (1.4049, -1.3073, -0.9281)  -0.1285
C (1.6335, -1.4423, 0.5551)  -0.1716
C (2.9609, -2.1873, 0.8695)  -0.1454
C (2.7806, -3.3977, 1.8019)  -0.2458
O (2.8516, -4.6271, 1.0836)  -0.0635
C (0.0193, -0.7331, -1.2903)  -0.1964
C (-1.0560, -0.8877, -0.2012)  -0.1919
P (-2.6467, -0.2453, -0.7153)  0.5250
O (-2.8592, -0.4650, -2.2257)  -0.4574
O (-3.7058, -1.0130, 0.1337)  -0.1824
C (-5.0216, -0.3873, 0.3618)  -0.2127
C (-5.8605, -1.2987, 1.2416)  -0.0419
O (-2.7853, 1.2502, -0.3203)  -0.1613
C (-1.8785, 2.2327, -0.9421)  -0.2179
C (-2.3260, 3.6240, -0.5696)  -0.0376
H (3.8202, 2.5721, 1.2824)  0.0875
H (2.5863, 2.9050, 2.5156)  0.0784
H (2.9439, 1.2622, 2.1161)  0.0645
H (1.3851, 3.2861, 0.5394)  0.1046
H (0.9403, 1.6416, 0.8700)  0.0767
H (1.5040, 1.9416, -1.5205)  0.0894
H (2.9735, 2.7578, -1.0865)  0.1156
H (4.0306, 0.8917, -1.4970)  0.1200
H (3.5530, 0.3306, 0.0539)  0.0896
H (3.2571, -1.2152, -1.9749)  0.1174
H (2.0896, -0.1007, -2.6033)  0.1108
H (1.6043, -0.4684, 1.0442)  0.1039
H (0.8582, -2.0646, 1.0018)  0.0970
H (3.6795, -1.5135, 1.3319)  0.1076
H (3.4043, -2.5576, -0.0501)  0.1129
H (1.8076, -3.3909, 2.2897)  0.1105
H (3.5431, -3.3664, 2.5782)  0.1198
H (3.7563, -4.9343, 1.1250)  0.0864
H (-0.3299, -1.3514, -2.1454)  0.0846
H (0.1106, 0.2724, -1.6853)  0.0893
H (-0.8397, -0.3918, 0.7407)  0.1173
H (-1.2059, -1.9591, -0.0584)  0.1144
H (-4.9074, 0.5700, 0.8583)  0.1212
H (-5.5121, -0.1807, -0.5886)  0.1217
H (-6.5132, -1.9488, 0.6692)  0.0808
H (-5.1948, -1.8735, 1.8785)  0.0906
H (-6.4819, -0.6749, 1.8766)  0.0931
H (-1.8468, 2.0862, -2.0193)  0.1235
H (-0.8842, 2.0768, -0.5283)  0.0936
H (-2.3171, 3.7264, 0.5107)  0.0938
H (-3.3051, 3.8304, -0.9888)  0.0900
H (-1.5895, 4.3102, -0.9810)  0.0971
Tm (-3.0372, -2.1662, -3.3118)  1.6278



No. 4
2 unconnected molecules or ions with the total composition C3H5O2S2 at a distorted geometry, computed with the ωB97M-V functional and the def2-TZVPD basis.

Output
Net charge: -1
Total energy: -1064.16693 hartree
LUMO energy: 3.54 eV

Each line ends with the Löwdin charge.
Positions of all 12 atoms, in Å:
C (0.2541, -0.4659, 2.0673)  -0.5331
C (-0.4953, -0.7717, -1.2377)  -0.2871
C (0.0605, 0.4310, -0.3157)  -1.1226
O (1.1657, -1.1586, 1.8698)  0.1103
O (-0.6432, -0.0014, 2.6595)  0.1094
S (1.7712, 0.8344, -0.9174)  0.4837
S (-0.9852, 1.8410, -0.5981)  0.5007
H (-0.8549, -1.4892, -0.6003)  -0.0164
H (0.1955, -1.3908, -1.8703)  0.0436
H (-1.3981, -0.3966, -1.8875)  0.0500
H (2.5501, 0.5267, 0.1859)  -0.1823
H (-1.6205, 2.0412, 0.6446)  -0.1561



No. 5
A molecular structure, C35H52N4O5PPd at a distorted geometry, computed with the ωB97M-V functional and the def2-TZVPD basis.

Output
Net charge: +3
Multiplicity: 5
Total energy: -2428.33088 hartree
⟨S²⟩: 6.07
LUMO energy (spin up / spin down): -8.32 / -11.67 eV

Each line ends with the Löwdin charge.
Positions of all 98 atoms, in Å:
Pd (-0.5230, -0.2197, 0.3068)  1.0347
C (-1.2259, 0.3922, 5.3713)  -0.0390
C (-0.3737, 1.6117, 4.9960)  -0.3574
C (0.8789, 1.7076, 5.8776)  -0.0393
C (-0.0153, 1.5651, 3.5312)  -0.1430
C (-0.6266, 2.3349, 2.5862)  0.0901
C (-0.2579, 2.3559, 1.1847)  -0.0485
C (-1.0149, 3.3877, 0.4169)  -0.3367
C (-0.4581, 4.7828, 0.8463)  0.0085
C (-1.1808, 3.3283, -1.1027)  -0.0277
C (0.8009, 1.4544, 0.7201)  -0.1905
C (1.4275, 0.6460, 1.6817)  -0.1387
C (1.0096, 0.7288, 3.0656)  0.1375
C (2.7019, -0.0847, 1.4244)  -0.4106
C (2.7585, -1.4755, 2.0589)  -0.0344
C (3.8552, 0.8143, 1.9002)  0.0013
C (1.2312, 1.5383, -0.7385)  -0.2043
C (1.7711, 2.7473, -1.1525)  -0.0229
C (1.9430, 3.0381, -2.4973)  -0.0042
C (1.4744, 2.1539, -3.4589)  -0.0130
C (0.9925, 0.9172, -3.0686)  -0.0872
C (0.9354, 0.5298, -1.7204)  -0.3257
P (1.1035, -1.2769, -1.3141)  1.2080
C (-0.1971, -2.4155, -2.1609)  -0.5413
C (-1.4391, -1.5736, -2.4454)  -0.2932
C (-0.4836, -3.5116, -1.1098)  -0.0672
C (0.2058, -3.1310, -3.4584)  -0.0585
C (2.8872, -1.6937, -1.9908)  -0.5992
C (3.9637, -0.7831, -1.3793)  -0.0681
C (3.0165, -1.5062, -3.5090)  -0.0607
C (3.1656, -3.1434, -1.5552)  -0.0692
H (-1.4523, 0.4215, 6.4372)  0.0998
H (-0.6829, -0.5383, 5.1709)  0.0874
H (-2.1693, 0.3743, 4.8208)  0.0676
H (-0.9740, 2.5104, 5.1508)  0.1470
H (1.4166, 0.7561, 5.9208)  0.0858
H (0.5837, 1.9496, 6.8974)  0.1002
H (1.5676, 2.4866, 5.5417)  0.0955
H (-1.4267, 3.0023, 2.8897)  0.1547
H (-2.0154, 3.3186, 0.8515)  0.1425
H (0.5613, 4.9334, 0.4899)  0.0834
H (-0.4719, 4.9363, 1.9254)  0.0915
H (-1.0950, 5.5404, 0.3897)  0.1099
H (-0.4010, 3.8735, -1.6281)  0.0804
H (-2.1281, 3.8093, -1.3441)  0.1094
H (-1.2193, 2.3137, -1.4956)  0.0672
H (1.5711, 0.1468, 3.7878)  0.1341
H (2.7874, -0.1879, 0.3595)  0.0367
H (2.8519, -1.4324, 3.1460)  0.0919
H (3.6466, -1.9986, 1.6990)  0.0915
H (1.8789, -2.0747, 1.8137)  0.0744
H (3.7851, 1.0223, 2.9715)  0.0988
H (3.8746, 1.7681, 1.3675)  0.0952
H (4.8075, 0.3087, 1.7312)  0.1039
H (2.0348, 3.4870, -0.4048)  0.1353
H (2.3974, 3.9749, -2.7942)  0.1387
H (1.5396, 2.4030, -4.5108)  0.1349
H (0.7436, 0.1976, -3.8397)  0.1104
H (-2.3228, -1.8739, -0.6121)  0.1390
H (-2.0550, -2.5120, -4.2309)  0.1788
H (-1.1943, -0.6993, -3.0453)  0.1560
H (-0.6809, -3.1373, -0.1066)  0.0509
H (0.3779, -4.1779, -1.0399)  0.1002
H (-1.3263, -4.1418, -1.4204)  0.1018
H (0.2160, -2.4758, -4.3329)  0.0988
H (-0.4963, -3.9503, -3.6446)  0.1041
H (1.1760, -3.6038, -3.3881)  0.0727
H (3.6850, 0.2714, -1.3403)  0.0875
H (4.8362, -0.8488, -2.0328)  0.1136
H (4.2847, -1.1198, -0.3957)  0.0791
H (3.0628, -0.4549, -3.7861)  0.0842
H (2.2777, -2.0055, -4.1169)  0.0572
H (3.9854, -1.9379, -3.7772)  0.1154
H (3.0215, -3.2768, -0.4812)  0.0797
H (4.2107, -3.3729, -1.7759)  0.1121
H (2.5650, -3.8866, -2.0778)  0.0694
O (-5.7317, 1.2632, -2.5774)  0.1804
C (-5.3783, 0.1141, -3.0890)  -0.4660
O (-6.0034, -0.4881, -3.9109)  0.1519
C (-4.0305, -0.5326, -2.6328)  -0.0027
C (-3.7015, -1.5568, -3.4765)  0.0863
N (-2.4530, -2.3239, -3.3076)  0.1475
N (-2.1115, -1.1262, -1.2724)  0.0326
C (-3.2355, -0.2566, -1.5099)  -0.0212
C (-3.3432, 0.8602, -0.5202)  -0.5404
O (-4.2105, 1.7149, -0.6153)  0.1190
O (-2.4545, 0.8348, 0.4097)  -0.1353
H (-5.1722, 1.5134, -1.7952)  0.0528
H (-4.3405, -1.8654, -4.2941)  0.1557
H (-2.6598, -3.2434, -2.9017)  0.1890
N (-3.2042, -0.7651, 2.5886)  0.2153
C (-2.2792, -1.7223, 2.5146)  -0.6035
N (-2.4079, -2.8206, 3.2685)  0.2161
O (-1.2604, -1.6393, 1.7532)  -0.1279
H (-4.0235, -0.8697, 3.1648)  0.1384
H (-3.1408, 0.0211, 1.9522)  0.0794
H (-3.1589, -2.9373, 3.9284)  0.1337
H (-1.6603, -3.4927, 3.2777)  0.1308



No. 6
A gas-phase ion, C6H11N3 (charge +2) at a distorted geometry, computed with the ωB97M-V functional and the def2-TZVPD basis.

Output
Net charge: +2
Total energy: -398.72251 hartree
SMILES string: C#C[C@@H]([NH3+])/N=C/C=C/[NH3+]
LUMO energy: -7.74 eV

Each line ends with the Löwdin charge.
Positions of all 20 atoms, in Å:
C (-2.8733, -1.9916, 0.2659)  0.2119
C (-2.6090, -0.9152, -0.2644)  -0.0497
C (1.4977, 0.3887, 0.0011)  0.0012
C (2.5381, -0.4241, -0.1794)  -0.0500
C (0.2142, -0.0010, -0.5719)  -0.0839
C (-2.0682, 0.4002, -0.5808)  -0.3031
N (-0.7816, 0.6416, -0.1665)  0.0634
N (3.9114, -0.2837, 0.3097)  0.2859
N (-2.7778, 1.4179, 0.4217)  0.2653
H (-3.0900, -2.9648, 0.6618)  0.0679
H (1.6948, 1.3738, 0.5957)  0.1799
H (2.3958, -1.4204, -0.6274)  0.1546
H (0.2493, -0.7556, -1.2560)  0.1235
H (-2.1859, 0.8481, -1.6152)  0.1972
H (4.1729, -1.1463, 0.6068)  0.1398
H (3.9280, 0.1912, 1.1880)  0.1863
H (4.4467, -0.0105, -0.4289)  0.1522
H (-3.3622, 1.9786, -0.1976)  0.1737
H (-1.9094, 1.7267, 0.7418)  0.1077
H (-3.3915, 0.9464, 1.0955)  0.1762



- total energy of number 3 (C15H32O4PTm)?
  -2317.64966 hartree